No. 1
Density functional theory data (the ωB97M-V functional and the def2-TZVPD basis) for C5H13N in the gas phase at a distorted geometry.

Results
**Charge**: 0
**E_tot**: -6885.6294 eV
**SMILES**: CCCCNC
**Orbital gap**: 10.02 eV
**HOMO energy**: -8.867 eV

The geometry in XYZ format:
```
19
Properties=species:S:1:pos:R:3:forces:R:3:lowdin_charge:R:1
C -2.275 -0.597 -0.400 -0.7 0.5 -0.3 -0.128
C -1.292 -0.232 0.727 0.3 -0.8 -0.1 -0.282
C -0.423 0.985 0.396 0.2 0.3 -0.1 -0.221
C 0.586 0.700 -0.758 -1.3 0.9 -0.1 -0.274
C 2.342 -0.432 0.471 0.6 -0.6 0.0 -0.142
H -3.045 -1.332 -0.075 0.7 0.2 -0.2 0.069
H -1.778 -0.962 -1.323 -0.2 0.1 0.6 0.068
H -2.867 0.311 -0.688 0.5 -0.6 0.2 0.078
H -0.587 -1.097 0.896 -0.8 0.8 0.0 0.107
H -1.869 -0.055 1.652 0.3 0.0 -0.3 0.103
H -1.046 1.865 0.113 0.3 -0.6 0.0 0.112
H 0.105 1.304 1.304 0.1 -0.1 -0.1 0.094
H -0.041 0.568 -1.654 0.3 0.1 0.1 0.106
H 1.212 1.603 -0.929 -0.1 -0.3 0.1 0.112
H 1.790 -0.766 -1.447 -0.3 0.1 0.3 0.109
H 3.090 0.389 0.346 -0.5 -0.3 0.1 0.083
H 1.870 -0.347 1.450 0.0 0.2 0.0 0.068
H 2.897 -1.396 0.490 -0.2 0.6 0.0 0.084
N 1.332 -0.510 -0.573 0.8 -0.4 -0.2 -0.147
```
Forces are in eV/Å.


No. 2
Density functional theory data (the ωB97M-V functional and the def2-TZVPD basis) for a molecular structure, C41H53BrN2S4Tl.

Results
**Charge**: +1
**E_tot**: -164429.3108 eV
**Orbital gap**: 8.06 eV
**HOMO energy**: -10.495 eV

The geometry in XYZ format:
```
102
Properties=species:S:1:pos:R:3:forces:R:3:lowdin_charge:R:1
Tl -0.357 -0.119 0.850 0.7 -0.1 0.0 1.084
C 1.965 0.214 -1.079 -0.1 -0.1 0.0 -0.091
C 1.870 0.008 0.407 -0.3 0.2 0.0 -0.287
C 2.157 1.419 0.952 -0.1 -0.1 -0.1 -0.168
C 2.410 2.206 -0.114 0.1 -0.1 -0.1 0.030
C 2.370 1.459 -1.370 0.0 0.2 0.1 -0.170
C 2.880 2.010 -2.681 -0.1 0.0 0.0 -0.543
C 2.316 3.414 -2.931 0.0 0.0 0.0 -0.027
C 4.410 2.109 -2.567 0.0 0.0 0.0 -0.032
C 2.536 1.080 -3.844 0.0 0.0 0.0 -0.040
C 2.172 1.966 2.384 0.0 0.0 0.0 -0.530
C 3.620 2.013 2.906 0.0 0.0 0.0 -0.029
C 1.636 3.409 2.397 0.0 0.0 0.0 -0.042
C 1.291 1.181 3.361 0.0 -0.1 0.1 -0.061
C 2.767 -1.209 0.813 -0.2 -0.1 0.0 -0.534
C 2.279 -2.476 0.093 0.0 0.0 0.0 -0.048
C 2.814 -1.529 2.308 0.1 0.0 -0.1 -0.044
C 4.205 -0.905 0.361 0.0 0.0 0.0 -0.019
H 1.852 -0.591 -1.790 0.0 0.0 0.0 0.101
H 2.629 3.264 -0.061 0.0 0.0 0.0 0.120
H 2.704 4.128 -2.200 0.0 0.0 0.0 0.084
H 1.228 3.427 -2.875 0.0 0.0 0.0 0.064
H 2.612 3.767 -3.921 0.0 0.0 0.0 0.093
H 4.701 2.742 -1.725 0.0 0.0 0.0 0.087
H 4.827 2.544 -3.478 0.0 0.0 0.0 0.091
H 4.855 1.122 -2.421 0.0 0.0 0.0 0.084
H 1.462 0.913 -3.914 -0.1 0.0 0.0 0.063
H 3.031 0.112 -3.731 0.0 0.0 0.0 0.087
H 2.877 1.516 -4.786 0.0 0.0 0.0 0.092
H 4.231 2.638 2.251 0.0 0.0 0.0 0.094
H 4.088 1.031 2.955 0.0 0.0 0.0 0.065
H 3.643 2.445 3.910 0.0 0.0 0.0 0.092
H 2.284 4.097 1.853 0.0 0.0 0.0 0.083
H 1.581 3.765 3.428 0.0 0.0 0.0 0.094
H 0.634 3.461 1.961 0.0 0.0 0.0 0.086
H 1.535 0.120 3.393 -0.1 0.2 0.0 0.042
H 0.228 1.301 3.127 0.0 0.0 0.0 0.056
H 1.430 1.580 4.368 0.0 0.0 0.0 0.102
H 1.221 -2.668 0.300 0.0 0.0 0.0 0.053
H 2.840 -3.344 0.447 0.0 0.0 0.0 0.098
H 2.421 -2.421 -0.987 0.0 0.0 0.0 0.080
H 1.829 -1.754 2.706 -0.1 -0.1 0.0 0.053
H 3.260 -0.726 2.890 0.0 -0.1 0.0 0.066
H 3.437 -2.414 2.456 0.0 0.0 0.0 0.098
H 4.280 -0.809 -0.721 0.0 0.0 0.0 0.084
H 4.863 -1.717 0.678 0.0 0.0 0.0 0.097
H 4.570 0.021 0.810 0.0 0.0 0.0 0.091
C -4.049 -4.421 -1.308 0.0 0.0 0.0 -0.509
C -4.623 -3.659 -0.116 0.0 0.0 0.0 -0.520
S -3.750 -2.191 0.461 -0.1 0.1 0.0 0.877
C -3.884 -1.033 -0.910 0.0 0.0 -0.1 -0.504
C -2.965 -1.244 -2.118 0.0 0.0 0.0 -0.460
S -1.196 -1.354 -1.721 0.0 -0.2 0.1 0.852
C -0.603 -2.931 -2.429 0.0 0.0 0.0 -0.479
C -1.562 -4.095 -2.642 0.1 0.0 0.0 -0.517
S -2.289 -4.842 -1.161 0.0 0.0 0.0 0.898
H -4.197 -3.875 -2.237 0.0 0.0 0.0 0.063
H -4.600 -5.356 -1.410 0.0 0.0 0.0 0.076
H -4.634 -4.306 0.763 0.0 0.0 0.0 0.073
H -5.664 -3.402 -0.326 0.0 0.0 0.0 0.083
H -3.662 -0.063 -0.465 0.0 0.0 0.0 0.049
H -4.920 -0.992 -1.257 0.0 0.0 0.0 0.093
H -3.086 -0.396 -2.794 0.0 0.0 0.0 0.077
H -3.233 -2.137 -2.673 0.0 0.0 0.0 0.048
H 0.206 -3.237 -1.763 0.0 0.0 0.0 0.054
H -0.153 -2.686 -3.392 0.0 0.0 0.0 0.083
H -0.983 -4.882 -3.127 0.0 0.0 0.0 0.079
H -2.359 -3.846 -3.341 0.0 0.0 0.0 0.072
S -2.084 4.198 -0.460 0.0 0.0 0.0 1.147
C -1.600 3.758 -2.065 0.0 0.0 0.0 -0.455
C -1.510 4.557 -3.202 0.0 0.0 0.0 -0.078
C -1.201 3.942 -4.400 0.0 0.0 0.0 -0.075
C -0.975 2.562 -4.463 0.0 0.0 0.0 -0.075
C -1.046 1.776 -3.332 0.1 0.0 0.0 -0.048
C -1.361 2.380 -2.114 0.0 0.0 0.0 -0.298
N -1.559 1.714 -0.911 0.0 0.0 0.0 0.067
C -1.978 2.528 0.008 0.0 0.0 0.0 -0.543
C -2.449 2.048 1.321 -0.1 0.0 0.0 -0.264
C -3.387 2.799 2.030 0.0 0.0 0.0 -0.037
C -3.957 2.295 3.188 0.0 0.0 0.0 -0.053
C -3.620 1.025 3.624 0.0 -0.1 0.0 -0.051
C -2.683 0.272 2.924 0.0 0.0 0.0 -0.121
C -2.077 0.780 1.786 -0.1 0.1 -0.2 -0.248
H -1.695 5.623 -3.155 0.0 0.0 0.0 0.115
H -1.136 4.537 -5.302 0.0 0.0 0.0 0.112
H -0.735 2.107 -5.416 0.0 0.0 0.0 0.112
H -0.860 0.709 -3.364 0.0 0.1 0.0 0.066
H -3.698 3.767 1.655 0.0 0.0 0.0 0.096
H -4.683 2.886 3.731 0.0 0.0 0.0 0.114
H -4.087 0.612 4.510 0.0 0.0 0.0 0.114
H -2.443 -0.724 3.270 -0.1 0.1 0.0 0.074
Br -1.663 -5.939 5.019 0.0 0.0 0.0 0.813
C -1.268 -4.432 3.970 0.0 0.0 0.0 -0.677
C -0.861 -3.252 4.574 0.0 0.1 0.0 -0.080
C -0.581 -2.171 3.760 0.1 -0.1 0.0 -0.147
N -0.688 -2.209 2.428 0.1 0.0 -0.1 -0.003
C -1.090 -3.351 1.866 0.1 0.0 -0.1 -0.187
C -1.385 -4.492 2.593 0.0 0.0 0.0 -0.085
H -0.764 -3.173 5.648 0.0 0.0 0.0 0.113
H -0.261 -1.232 4.197 0.0 0.0 0.0 0.116
H -1.205 -3.356 0.788 0.1 0.0 0.1 0.022
H -1.700 -5.395 2.090 0.0 0.0 0.0 0.106
```
Forces are in eV/Å.